Density functional theory data (ωB97M-V/def2-TZVPD) for one molecule with the formula C5H7BrN2 at a distorted geometry.

2S+1: 1
Energy relative to the best compared isomer or geometry (same formula, charge and spin): 82.7 kcal per mole
Gap between HOMO and LUMO: 0.305 Eh
Charge: 0

```
15
C5H7BrN2 | the Open Molecules 2025 dataset | ωB97M-V/def2-TZVPD
H 0.15749 3.13714 0.24432
H -2.32664 0.32759 -0.49948
C 0.31400 -1.25330 0.01111
N -1.02054 -1.05771 -0.35456
H -1.19863 2.90681 -0.94040
C -0.51154 1.15658 -0.13943
C 1.04929 -0.14107 0.31016
H 0.53884 -3.14643 0.84806
C -0.74864 2.59639 0.01190
C 0.97642 -2.57028 0.00323
N -1.38764 0.21407 -0.27033
H 2.07690 -2.42974 0.11614
Br 2.71210 0.56091 0.86340
H 0.78957 -3.01407 -1.10699
H -1.42098 2.71310 0.90290
```

Density functional theory data (ωB97M-V/def2-TZVPD) for C2H3N3O as an isolated structure at a distorted geometry.

2S+1: 1
Energy relative to the best compared isomer or geometry (same formula, charge and spin): 79.1 kcal per mole
Gap between HOMO and LUMO: 0.363 Eh
Charge: 0

```
9
C2H3N3O | the Open Molecules 2025 dataset | ωB97M-V/def2-TZVPD
N -1.55155 -0.26532 0.72997
C -0.23642 -0.31917 -1.00014
H -1.85318 -0.71004 1.59596
O 1.90961 0.74879 -0.39470
H -0.14870 -0.48234 -2.07035
N -1.32841 -0.72393 -0.44445
N 0.19276 0.35236 1.17919
H 2.33955 1.08565 0.40940
C 0.67633 0.31399 -0.00487
```

Number 1 is which compound? C5H7BrN2

2S+1 of number 2 (C2H3N3O)? 1

What did the second record say?
Density functional theory data (ωB97M-V/def2-TZVPD) for C2H3N3O as an isolated structure at a distorted geometry.

2S+1: 1
Energy relative to the best compared isomer or geometry (same formula, charge and spin): 79.1 kcal per mole
Gap between HOMO and LUMO: 0.363 Eh
Charge: 0

```
9
C2H3N3O | the Open Molecules 2025 dataset | ωB97M-V/def2-TZVPD
N -1.55155 -0.26532 0.72997
C -0.23642 -0.31917 -1.00014
H -1.85318 -0.71004 1.59596
O 1.90961 0.74879 -0.39470
H -0.14870 -0.48234 -2.07035
N -1.32841 -0.72393 -0.44445
N 0.19276 0.35236 1.17919
H 2.33955 1.08565 0.40940
C 0.67633 0.31399 -0.00487
```